This record from OMol25 describes an isolated ion of composition CH3BrO3P and charge -1. The level of theory is ωB97M-V/def2-TZVPD.

The geometry in XYZ format:
```
9
CH3BrO3P ωB97M-V/def2-TZVPD
C -0.267 -0.019 0.495
O -2.410 1.552 -0.648
O -1.824 -2.234 1.361
O -1.500 -1.864 -1.201
P -1.481 -1.397 0.217
Br -3.280 0.259 0.055
H -0.869 0.570 -0.189
H -0.483 0.245 1.553
H 0.637 -0.425 0.062
```

Results
Energy above the lowest of the compared OMol25 structures with the same formula, charge and spin (eV): 2.193
Total charge: -1
Kohn-Sham gap (Ha): 0.2981
Largest force on an atom (eV/Å): 3.334
Lowest unoccupied orbital energy (eV): 3.7036